ORCA calculation (ωB97M-V with the def2-TZVPD basis set) on C9H16N2S in the gas phase in a non-equilibrium geometry.

```
28
Properties=species:S:1:pos:R:3:forces:R:3
C 0.58665 1.78770 -0.95964 2.2 0.7 -3.1
C 1.01752 0.73411 -1.90973 -1.0 3.1 2.9
C -0.47243 -0.18625 -0.44600 -4.2 2.8 1.1
C 1.17616 3.16148 -0.90405 2.3 -0.3 0.2
C -1.97666 -0.37739 -0.92878 -0.6 0.2 0.8
C -0.63787 -2.32024 0.93020 -0.4 -2.4 1.2
C -0.81593 -0.23222 2.02831 0.8 -0.6 2.1
C 1.43870 -0.80325 0.90416 0.2 -0.8 2.2
C -0.12978 -0.96083 0.83541 0.8 4.3 1.2
N -0.31829 1.47093 -0.15286 -1.4 -4.5 0.9
N 0.38228 -0.35363 -1.51961 0.0 -2.6 -1.4
S 1.95419 0.64613 -3.23193 2.0 0.4 -2.5
H 1.86277 3.47591 -1.77092 -1.1 -0.6 1.3
H 1.75351 3.13923 0.06723 -0.1 0.3 -1.1
H 0.42454 3.87839 -0.70846 -0.9 0.8 -0.2
H -2.23256 0.36554 -1.72636 0.5 -0.6 0.6
H -2.71908 -0.16135 -0.07285 1.2 -0.5 -1.3
H -2.16354 -1.41687 -1.33508 0.3 1.1 0.5
H -0.36767 -2.73830 -0.03323 -0.1 -1.3 0.0
H -1.78989 -2.44351 1.13636 2.3 0.4 -0.5
H -0.01939 -2.76839 1.82115 -1.4 0.1 -1.9
H -0.54663 -0.95690 2.92086 -0.6 1.8 -1.2
H -0.56799 0.84000 2.27697 0.2 -1.3 -0.5
H -1.90358 -0.25778 1.92813 0.1 -0.1 0.0
H 1.79360 -0.74732 -0.11499 0.7 0.0 0.4
H 1.96003 -1.62082 1.47303 -0.7 0.1 -0.8
H 1.79801 0.04703 1.54021 -0.8 -0.1 -1.0
H 0.51331 -1.20139 -2.04756 -0.3 -0.2 0.3
```
Forces are in eV/Å.

Computed properties:
2S+1: 3
energy above the lowest of the compared OMol25 structures with the same formula, charge and spin: 0.0000 eV
maximum force: 5.18 eV/Å
lowest unoccupied orbital energy (spin up / spin down): 0.0251 / -0.1050 hartree
HOMO energy (spin up / spin down): -5.9 / -9.2 eV
DFT total energy: -23403.535 eV
Kohn-Sham gap (spin up / spin down): 6.6 / 6.3 eV

These are the Löwdin partial charges, in e, on atoms 1 to 2: atom 1 (C): -0.428, atom 2 (C): -0.805